Entry 1:
The following is a quantum chemistry calculation of 7 unconnected molecules or ions with the total composition C26H46F7N5O29PS8 in a non-equilibrium geometry, from OMol25.

Values from the calculation:
**DFT total energy**: -209513.4458 eV
**Total charge**: +1

Cartesian coordinates (Å):
C1 2.29469 -0.80540 1.68982
C2 1.36913 -0.01466 0.73404
O1 0.87884 -0.87913 -0.37825
C3 0.32697 -0.13555 -1.28385
N1 -0.46451 0.96005 -1.08910
C4 -0.83394 1.51926 -2.26135
N2 -1.57476 2.61870 -2.47427
C5 -1.94158 3.25169 -3.75162
C6 -0.74441 4.06525 -4.34688
C7 -0.07620 5.08322 -3.35701
C8 -0.51935 6.58814 -3.62330
C9 -0.96435 7.33066 -2.31347
N3 0.05863 7.29464 -1.25516
S1 -2.15969 3.37091 -1.03329
O2 -1.09205 3.59576 -0.08858
O3 -2.77734 4.64492 -1.29079
C10 -3.41965 2.31143 -0.15050
F1 -2.83698 1.36464 0.62318
F2 -4.03688 3.14108 0.72093
C11 -4.43969 1.55118 -1.07510
F3 -5.10221 0.67988 -0.26093
F4 -3.84970 0.79533 -2.03818
C12 -5.55127 2.43579 -1.74405
F5 -6.38461 2.92074 -0.81424
F6 -6.30713 1.59868 -2.50301
F7 -5.08199 3.37590 -2.57536
N4 -0.28887 0.71015 -3.25337
P1 -0.27521 0.60875 -5.01357
S2 -1.40641 -0.88921 -5.52597
N5 0.40903 -0.24933 -2.63588
C13 1.23157 -1.36700 -3.14219
C14 2.71924 -0.86004 -3.16115
O4 3.16597 -0.23383 -4.06392
O5 3.52805 -1.10251 -2.06417
H1 1.73407 -1.30927 2.50660
H2 2.88106 -1.59949 1.16772
H3 3.04799 -0.12560 2.14365
H4 0.47139 0.35506 1.27244
H5 1.95258 0.82374 0.29658
H6 -2.33059 2.45228 -4.43354
H7 -2.79345 3.96571 -3.66991
H8 0.07602 3.41866 -4.74804
H9 -1.12615 4.62832 -5.23106
H10 1.01700 5.07157 -3.58605
H11 -0.16035 4.82081 -2.28183
H12 0.37562 7.15083 -3.98934
H13 -1.27048 6.66183 -4.44068
H14 -1.95644 6.91079 -2.01435
H15 -1.08748 8.40406 -2.59788
H16 -0.37821 7.73316 -0.44024
H17 0.27016 6.34335 -0.95204
H18 -0.75889 1.74185 -5.69568
H19 1.08298 0.43143 -5.41933
H20 0.90529 -1.78889 -4.11388
H21 1.21420 -2.21327 -2.41369
H22 4.03887 -1.92469 -2.20141
C15 5.25940 -6.29339 -2.50427
C16 5.95223 -4.94569 -2.55035
O6 5.00034 -4.02917 -1.99056
S3 4.12501 -4.79727 -0.86670
O7 4.68072 -4.50797 0.40544
O8 2.74802 -4.59905 -1.16720
O9 4.53277 -6.29814 -1.26822
H23 4.54209 -6.39912 -3.32137
H24 5.96472 -7.12098 -2.53349
H25 6.22272 -4.65015 -3.56147
H26 6.84332 -4.93546 -1.91896
C17 -2.37428 -5.24172 -2.28245
C18 -2.94811 -3.84881 -2.43804
O10 -2.57093 -3.44424 -3.75990
S4 -2.52717 -4.74267 -4.71957
O11 -3.75495 -4.81614 -5.42975
O12 -1.26180 -4.77485 -5.36360
O13 -2.54711 -5.86465 -3.55987
H27 -1.30405 -5.20650 -2.06312
H28 -2.88449 -5.81162 -1.50752
H29 -2.56004 -3.15321 -1.69643
H30 -4.03971 -3.86182 -2.38587
C19 3.84255 -2.26851 7.04782
C20 4.62960 -2.33661 5.75681
O14 3.65351 -2.14592 4.72428
S5 2.49627 -1.16642 5.26914
O15 2.77749 0.15399 4.81383
O16 1.24059 -1.79656 5.05627
O17 2.86054 -1.24635 6.83146
H31 3.32066 -3.20808 7.24380
H32 4.47160 -2.01885 7.89924
H33 5.14243 -3.28729 5.63114
H34 5.35533 -1.52176 5.69185
C21 -3.59065 5.37989 3.64162
C22 -2.25915 5.20985 2.93681
O18 -1.43826 6.26264 3.44420
S6 -1.85294 6.56801 4.97561
O19 -0.95441 5.87676 5.83033
O20 -2.11150 7.95677 5.10003
O21 -3.25827 5.77353 4.97407
H35 -4.18058 6.17944 3.18647
H36 -4.17412 4.46092 3.65053
H37 -2.34844 5.28066 1.85441
H38 -1.79082 4.25770 3.20116
C23 -6.31287 -6.57037 -2.74103
C24 -7.32084 -7.66638 -2.46475
O22 -6.73750 -8.43999 -1.41210
S7 -5.86190 -7.47753 -0.46158
O23 -6.65014 -7.11656 0.66168
O24 -4.55821 -8.02954 -0.34240
O25 -5.79475 -6.20292 -1.45833
H39 -5.48336 -6.93792 -3.35025
H40 -6.76580 -5.70939 -3.22908
H41 -7.51168 -8.28655 -3.33753
H42 -8.26475 -7.25403 -2.09955
C25 6.51680 1.87712 6.46695
C26 6.04261 2.80919 7.56362
O26 5.79887 1.95649 8.68593
S8 6.83645 0.72485 8.65380
O27 7.92044 1.02387 9.51730
O28 6.09547 -0.48522 8.74784
O29 7.33592 0.90809 7.13044
H43 5.67689 1.35400 6.00167
H44 7.08817 2.39711 5.70059
H45 5.13965 3.34973 7.28867
H46 6.82193 3.52248 7.84303

Forces on the atoms, in the same order (eV/Å):
C 0.07 -0.65 -0.20
C 0.76 0.20 1.65
O 0.09 0.63 -0.83
C -2.62 3.09 -1.89
N -0.57 0.89 0.56
C 2.56 -3.49 0.33
N -1.68 1.03 1.79
C 0.28 0.30 -1.74
C 0.36 0.03 0.11
C 0.40 0.88 -0.97
C 0.87 0.16 0.84
C -0.44 -0.08 -1.22
N -0.61 -0.09 0.10
S 2.16 3.61 2.39
O -0.23 -1.89 -0.71
O -1.01 -1.64 -1.66
C -0.33 -1.49 0.81
F 0.18 0.68 -0.97
F 0.21 -0.18 -1.17
C -1.21 -0.41 0.50
F 0.45 0.74 -0.47
F 0.32 0.87 0.53
C -1.62 -1.09 -0.68
F 1.07 0.35 -0.51
F 0.74 0.39 0.40
F 0.06 -0.21 0.92
N -0.41 2.43 -0.96
P -1.42 -2.39 -2.27
S 0.56 0.59 0.26
N 1.92 -3.57 2.52
C 1.31 -0.63 -0.01
C 0.72 -0.45 0.10
O -0.47 0.49 -0.83
O -1.09 -0.63 -0.28
H 0.26 0.42 -0.63
H -0.51 0.66 0.12
H -0.71 -0.28 -0.27
H 0.64 -0.10 -0.50
H -0.64 -0.54 0.01
H 0.38 0.54 0.49
H 0.63 -0.71 0.74
H -0.77 0.22 0.40
H 0.17 -0.48 0.59
H -0.79 -0.22 0.35
H -0.18 -0.02 -0.71
H -0.63 -0.53 0.17
H 0.21 -0.08 0.77
H 0.60 0.39 -0.02
H -0.14 -0.79 0.32
H 0.46 -0.05 -0.17
H -0.15 0.18 -0.17
H 0.56 0.36 0.97
H -0.26 0.57 0.81
H 0.15 0.66 0.42
H -0.49 0.86 -0.32
H -0.09 0.25 0.13
C -0.13 0.00 -0.60
C 0.63 -0.30 0.14
O -0.66 -0.11 -0.02
S 0.41 -0.66 -0.10
O -0.40 0.06 -0.08
O 0.17 0.37 0.11
O 0.13 0.71 0.21
H 0.04 -0.01 0.01
H -0.10 -0.01 0.25
H -0.21 0.17 0.06
H -0.02 -0.01 -0.04
C 0.43 0.09 0.48
C -0.59 -0.21 0.14
O 0.41 -0.39 -0.11
S -0.06 -0.14 0.58
O 0.29 -0.10 -0.10
O -0.26 0.17 -0.13
O -0.35 0.56 -0.36
H -0.03 0.00 0.03
H -0.06 -0.15 -0.23
H 0.11 0.08 -0.21
H 0.03 -0.01 0.09
C 0.12 -0.69 0.25
C 0.48 0.36 0.28
O -0.62 0.05 0.17
S 0.63 -0.39 0.74
O -0.35 -0.08 -0.01
O 0.08 0.33 -0.35
O 0.08 0.28 -0.74
H 0.01 0.02 -0.04
H -0.15 0.26 -0.05
H -0.20 -0.01 -0.20
H 0.03 -0.05 0.07
C -0.26 0.26 -0.41
C 0.03 -0.57 0.08
O -0.42 0.31 0.24
S -0.16 -0.20 -0.16
O -0.16 0.24 0.03
O 0.24 -0.16 0.03
O 0.58 -0.07 -0.08
H 0.01 -0.04 -0.03
H 0.06 0.03 0.25
H 0.15 0.23 0.05
H -0.06 -0.02 -0.06
C 0.21 -0.23 -0.63
C -0.49 0.38 0.03
O 0.67 0.28 0.08
S -0.48 -0.12 -0.44
O 0.40 0.03 0.01
O -0.16 0.11 0.17
O -0.22 -0.29 0.39
H -0.05 0.02 -0.04
H 0.07 0.09 0.21
H 0.15 -0.17 0.16
H 0.01 0.00 -0.06
C -0.50 0.00 -0.29
C 0.41 0.44 -0.11
O 0.05 -0.67 -0.26
S -0.05 0.66 -0.23
O -0.10 -0.39 -0.08
O 0.11 0.03 0.14
O -0.04 0.14 0.51
H -0.02 0.07 0.00
H 0.18 -0.15 0.12
H -0.10 -0.18 0.20
H -0.02 0.01 -0.06

Löwdin population analysis, charges in e, atoms 1 to 2:
1. C -0.043
2. C -0.128

---

Entry 2:
The following is a quantum chemistry calculation of a molecular structure, C26H46IrOP2 in a non-equilibrium geometry, from OMol25.

Values from the calculation:
**2S+1**: 5
**Energy relative to the best compared isomer or geometry (same formula, charge and spin)**: 6.041 eV
**<S²>**: 6.04
**Total charge**: +1

Cartesian coordinates (Å):
Ir1 -0.48125 -0.29722 -0.69318
C1 -0.35018 -1.61667 1.80819
C2 1.01623 -2.06488 1.76244
C3 0.87848 -0.61456 3.53594
C4 -0.40627 -0.80650 3.05807
C5 1.76189 -1.37794 2.72588
C6 -1.44956 -2.61961 1.79970
H1 -1.32106 -3.43091 1.08516
H2 -2.41366 -2.15125 1.57635
H3 -1.49587 -3.09516 2.80066
C7 -1.61093 -0.60911 3.89712
H4 -2.47354 -0.37088 3.28077
H5 -1.46378 0.21151 4.61079
H6 -1.82627 -1.52125 4.46583
C8 1.26671 0.03700 4.82955
H7 1.59138 -0.73496 5.54987
H8 0.42282 0.57675 5.28395
H9 2.10081 0.74615 4.70503
C9 3.19640 -1.56175 3.04519
H10 3.30436 -2.13061 3.98917
H11 3.69102 -0.58188 3.18926
H12 3.72662 -2.10979 2.25622
C10 1.60560 -3.19442 1.00451
H13 2.04424 -3.94135 1.69256
H14 2.41802 -2.88590 0.33449
H15 0.85682 -3.69157 0.38803
C11 -1.87972 0.85505 -3.49122
C12 -1.84583 -0.56532 -3.20699
C13 -1.08202 -1.41093 -4.14317
C14 0.43725 -1.33768 -3.82959
C15 0.65818 -0.64536 -2.45271
C16 0.58299 0.81632 -2.46814
C17 0.45408 1.63651 -3.80322
C18 -0.90719 1.49574 -4.46104
H16 -1.28132 -1.15126 -5.19478
H17 0.86747 -0.79276 -4.69775
H18 -1.37749 -2.45820 -4.08093
H19 -0.88852 0.97845 -5.42232
H20 -2.85123 1.33429 -3.62032
H21 -2.78607 -1.02092 -2.87476
H22 -1.30097 2.48424 -4.72420
H23 0.61464 2.72209 -3.64676
H24 1.44043 1.27475 -1.94577
H25 1.25281 1.36475 -4.49578
H26 0.90727 -2.33897 -3.94310
H27 1.44024 -1.12212 -1.84636
P1 -1.49476 1.22883 -1.75138
P2 1.26464 1.51724 0.30492
C19 -0.93301 2.81879 -1.26769
C20 0.47075 2.99320 -0.58515
H28 -1.74790 3.15162 -0.60391
H29 -1.01090 3.39949 -2.16814
H30 1.23149 3.23228 -1.32665
H31 0.39053 3.77743 0.18415
C21 2.09555 2.32465 1.73363
H32 2.21926 1.62185 2.57086
H33 1.49492 3.17916 2.06974
H34 3.09506 2.68475 1.42816
C22 2.80370 0.65542 -0.26316
H35 3.39371 1.37773 -0.84429
H36 2.61244 -0.22402 -0.87491
H37 3.36179 0.29648 0.61006
C23 -3.19110 0.85527 -1.18662
H38 -3.33922 -0.10156 -0.65683
H39 -3.79669 0.83280 -2.07240
H40 -3.40729 1.74258 -0.57557
C24 -1.08237 -2.17371 -1.00149
H41 -0.39121 -2.90900 -0.54464
H42 -1.01850 -2.19354 -2.08109
H43 -2.13075 -2.29843 -0.70655
C25 -1.01005 1.90189 2.17872
C26 -1.54656 0.88392 1.17252
O1 -2.77031 0.57857 1.38140
H44 -0.83709 2.82094 1.61606
H45 -1.71374 2.16260 3.00366
H46 -0.05638 1.58089 2.62389

Forces on the atoms, in the same order (eV/Å):
Ir 2.25 1.54 3.35
C 0.66 -0.36 1.70
C -1.29 0.13 -1.00
C 2.43 -0.61 -0.17
C -0.54 -1.02 -0.98
C -0.18 1.87 2.26
C -0.81 -0.73 -0.12
H 0.04 0.09 0.14
H -0.01 -0.11 0.17
H -0.18 0.19 -0.44
C -0.15 0.48 -0.10
H -0.15 -0.16 0.17
H -0.07 -0.29 -0.10
H 0.04 0.06 -0.04
C 0.01 0.15 0.07
H -0.05 0.33 -0.20
H 0.37 -0.14 -0.14
H -0.20 -0.22 0.10
C 0.54 0.07 0.02
H 0.06 0.26 -0.36
H -0.09 -0.45 0.01
H -0.05 0.15 0.23
C -0.16 -0.50 -0.24
H -0.20 0.30 -0.22
H -0.05 0.12 0.12
H 0.24 -0.14 0.19
C 0.14 2.65 -0.01
C -2.17 -1.43 -2.05
C 0.68 -1.20 -0.32
C -0.42 -0.33 -0.35
C 1.26 -0.13 -1.16
C 2.63 0.13 -0.39
C -0.08 0.20 0.35
C -0.47 0.01 -0.52
H 0.07 0.16 0.25
H 0.27 0.22 1.03
H -0.27 0.06 0.20
H 0.17 -0.23 0.14
H -0.23 -0.52 -0.33
H 0.41 0.32 0.20
H 0.06 -0.10 0.14
H 0.11 -0.60 0.49
H -0.65 -0.37 -0.43
H 0.12 -0.32 0.24
H -0.36 0.55 0.61
H 0.25 0.35 -0.85
P -1.23 -1.60 -0.46
P -0.81 -1.37 0.60
C -0.01 1.29 1.35
C 0.39 -0.28 -0.25
H 0.44 0.38 -0.01
H 0.16 0.78 -0.32
H -0.23 0.77 -0.11
H 0.28 -0.13 -0.51
C -0.07 0.55 0.18
H -0.06 0.15 -0.34
H 0.29 -0.21 0.08
H -0.43 -0.10 0.10
C 0.17 0.71 -0.83
H 0.37 -0.37 0.21
H -0.06 0.29 -0.03
H -0.21 0.46 0.01
C -0.40 0.97 0.21
H 0.33 0.88 -0.12
H -0.60 0.24 -0.19
H -0.79 -0.61 0.03
C -0.65 -1.47 -1.26
H -0.70 0.53 -0.48
H -0.25 -1.39 0.37
H 0.28 -0.25 0.13
C 0.33 0.34 0.26
C -5.53 -1.46 1.89
O 5.15 0.79 -1.12
H 0.11 0.09 0.09
H 0.20 -0.55 -0.83
H -0.44 0.16 -0.31

Löwdin population analysis, charges in e, atoms 1 to 2:
1. Ir 1.005
2. C -0.267

---

- What is the total charge in the first record?
  +1

---

- Which value of total charge does entry 2 give?
  +1